2 unconnected molecules or ions with the total composition C14H19N3O4S at a distorted geometry. Source: the OMol25 dataset; level of theory: ωB97M-V/def2-TZVPD.

Calculated values
relative energy (zero: lowest compared OMol25 entry of this formula, charge and spin)	2.723	eV
structure (SMILES)	N[C@@H](Cc1c[nH]c2ccccc12)C(=O)O.N[C@@H](CS)C(=O)O

Positions of all 41 atoms, in Å:
C  0.3275  1.4999  0.3822
C  1.4680  2.4901  0.2006
C  0.7662  0.0665  1.0637
C  1.6957  -0.8649  0.3223
C  1.3501  -1.7938  -0.5514
C  3.1272  -0.7988  0.3132
C  3.6185  -1.6094  -0.6803
C  4.0122  -0.1135  1.1489
C  4.9938  -1.8037  -0.9982
C  5.3567  -0.1524  0.7403
C  5.8695  -0.9708  -0.2641
C  -4.4342  -0.2452  0.3875
C  -4.6692  -1.7633  0.4077
C  -3.9989  0.2833  -0.9957
H  -0.1480  0.4187  -1.1951
H  -0.0866  1.7771  -1.4238
H  -0.2936  1.9967  1.0781
H  -0.1770  -0.4329  1.1054
H  1.1390  0.2703  2.0821
H  0.3588  -2.2846  -0.7649
H  2.4873  -2.6073  -2.0527
H  3.5864  0.4311  1.9714
H  5.2956  -2.4606  -1.7926
H  6.0044  0.5161  1.1749
H  6.8429  -0.9088  -0.4969
H  2.7348  3.4514  1.0403
H  -2.8250  -0.9213  1.2857
H  -2.8360  0.6568  1.3521
H  -5.3511  0.2897  0.8596
H  -4.6011  0.0510  -1.7925
H  -3.0534  -0.1710  -1.1579
H  -4.7984  2.4531  -1.1735
H  -6.0717  -2.8768  0.4965
N  -0.4234  1.2372  -0.8756
N  2.4918  -2.2860  -1.2127
N  -3.3526  -0.1370  1.3993
O  1.6192  3.1757  -0.7977
O  2.2427  2.6922  1.3121
O  -3.8132  -2.6118  0.5092
O  -6.0005  -1.9650  0.4306
S  -3.6564  2.0612  -1.0167

---

A molecular structure, C14H19NO12S2 at a distorted geometry. Source: the OMol25 dataset; level of theory: ωB97M-V/def2-TZVPD.

Positions of all 48 atoms, in Å:
C  -2.3796  -25.0098  14.9240
C  -1.9030  -23.7961  14.1141
O  -0.9410  -24.3292  13.1852
S  -0.6747  -25.8698  13.4418
O  0.7135  -26.1091  13.4689
O  -1.4974  -26.6501  12.5873
O  -1.2612  -25.8979  14.9129
H  -3.2632  -25.4794  14.4909
H  -2.6114  -24.7546  15.9546
H  -1.3762  -23.1014  14.7635
H  -2.7321  -23.3717  13.5541
C  -5.3615  -28.6271  10.6073
C  -5.2579  -27.3254  9.8207
O  -4.9935  -26.3284  10.8113
S  -5.7782  -26.6923  12.1431
O  -7.0770  -26.1427  12.0917
O  -4.9347  -26.4171  13.2309
O  -5.8534  -28.2600  11.8997
H  -4.3909  -29.1058  10.7543
H  -6.0055  -29.3645  10.1324
H  -6.1797  -27.0767  9.2912
H  -4.4351  -27.3533  9.1112
C  -3.8790  -22.7326  9.9276
C  -3.5254  -21.4026  10.1761
C  -2.2325  -21.0813  10.5503
C  -1.2856  -22.0943  10.6003
C  -1.6214  -23.4222  10.4134
C  -2.9220  -23.7275  10.0448
N  0.1171  -21.7329  10.8563
O  0.4754  -20.6361  10.4670
O  0.7887  -22.5016  11.5119
H  -4.9227  -22.9992  9.8179
H  -4.2958  -20.6442  10.1316
H  -1.9844  -20.0714  10.8465
H  -0.8257  -24.1520  10.4286
H  -3.1348  -24.7816  9.9323
O  2.3476  -25.8911  7.9776
C  1.1621  -25.9644  7.9596
O  0.4138  -25.5003  6.9272
C  -0.9802  -25.5369  7.2369
C  -1.1416  -26.6046  8.3562
C  0.2444  -26.5672  9.0000
H  -1.5112  -25.7652  6.3188
H  -1.3232  -24.5966  7.6757
H  -1.2940  -27.6064  7.9505
H  -1.9931  -26.3528  8.9820
H  0.6101  -27.5151  9.3847
H  0.3338  -25.8982  9.8649

---

C14H19NO3S in the gas phase. Source: the OMol25 dataset; level of theory: ωB97M-V/def2-TZVPD.

Calculated values
relative energy (zero: lowest compared OMol25 entry of this formula, charge and spin)	3.228	eV
structure (SMILES)	CN(Cc1cccs1)C[C@H](O)COCc1ccco1

Positions of all 38 atoms, in Å:
C  1.5675  0.7681  1.2256
N  1.6373  0.0278  -0.0183
C  0.3216  -0.2683  -0.5613
H  0.4216  -0.4921  -1.6257
C  -0.2397  -1.5224  0.1247
O  0.7015  -2.5652  0.0765
H  1.5731  -2.1503  0.1706
C  -1.5138  -2.0099  -0.5833
O  -2.5301  -1.0437  -0.6699
C  -3.2101  -0.7872  0.5476
C  -4.4181  0.0372  0.2533
C  -4.5648  1.3723  0.0132
C  -5.9423  1.5805  -0.2374
C  -6.5267  0.3573  -0.1312
O  -5.6136  -0.5804  0.1639
H  -7.5443  0.0367  -0.2350
H  -6.4241  2.5096  -0.4626
H  -3.7902  2.1109  0.0142
H  -3.5219  -1.7343  1.0105
H  -2.5585  -0.2450  1.2479
H  -1.8708  -2.9160  -0.0746
H  -1.2623  -2.2676  -1.6149
H  -0.4759  -1.2954  1.1781
H  -0.3849  0.5672  -0.4517
C  2.5367  0.6724  -0.9633
C  3.9478  0.5564  -0.4925
C  4.8958  1.5223  -0.3685
C  6.1306  1.0277  0.1130
C  6.0970  -0.3058  0.3528
S  4.5607  -0.9912  -0.0087
H  6.8790  -0.9382  0.7229
H  6.9971  1.6436  0.2739
H  4.7243  2.5555  -0.6139
H  2.2943  1.7387  -1.1160
H  2.4382  0.1607  -1.9266
H  1.0980  1.7556  1.0965
H  0.9946  0.2020  1.9567
H  2.5750  0.9104  1.6136

---

C14H19NO5 in the gas phase at a distorted geometry. Source: the OMol25 dataset; level of theory: ωB97M-V/def2-TZVPD.

Calculated values
relative energy (zero: lowest compared OMol25 entry of this formula, charge and spin)	1.622	eV
structure (SMILES)	C=C(C)CCOC(=O)[C@H](CC(=O)O)NCc1ccco1

Positions of all 39 atoms, in Å:
C  2.0856  0.6901  2.1051
C  2.8679  -0.3249  1.7778
C  4.3590  -0.1826  1.6896
H  4.7045  -0.4324  0.6869
H  4.6682  0.8325  1.9220
H  4.8463  -0.8645  2.3859
C  2.3803  -1.7138  1.4516
H  2.8714  -2.4286  2.1178
H  2.6882  -1.9618  0.4308
C  0.8740  -1.9279  1.5632
H  0.6344  -2.9726  1.3395
H  0.5077  -1.6659  2.5572
O  0.1563  -1.0882  0.6597
C  0.0444  -1.4911  -0.6052
O  0.4263  -2.5536  -1.0204
C  -0.6662  -0.4259  -1.4276
N  -0.0533  0.8807  -1.2280
H  0.5562  0.8656  -0.4159
C  -1.0098  1.9730  -1.0788
C  -1.8619  1.8367  0.1417
C  -3.1105  1.3131  0.3134
C  -3.3623  1.3389  1.7078
C  -2.2470  1.8663  2.2776
O  -1.3317  2.1685  1.3411
H  -1.9908  2.0750  3.2975
H  -4.2488  1.0089  2.2094
H  -3.7662  0.9653  -0.4590
H  -0.4336  2.9001  -1.0317
H  -1.6494  1.9897  -1.9633
H  -1.7105  -0.4293  -1.0680
C  -0.6756  -0.7902  -2.9156
C  -1.9961  -0.4892  -3.5694
O  -3.0286  -0.2492  -3.0011
O  -1.9054  -0.5257  -4.9033
H  -2.7693  -0.3497  -5.3090
H  -0.4796  -1.8605  -3.0267
H  0.1124  -0.2510  -3.4411
H  2.4982  1.6613  2.3215
H  1.0152  0.6131  2.1672

---

A molecular structure, C14H20CdF4N3. Source: the OMol25 dataset; level of theory: ωB97M-V/def2-TZVPD.

Calculated values
charge	-1
relative energy (zero: lowest compared OMol25 entry of this formula, charge and spin)	0.054	eV

Positions of all 42 atoms, in Å:
Cd  -0.5121  0.6680  0.1911
C  2.5066  1.7048  -0.1424
N  1.8970  0.5168  -0.7187
C  2.5551  -0.6829  -0.2409
C  1.7593  0.5783  -2.1652
C  0.4913  1.3326  -2.5772
N  -0.6749  0.6894  -1.9887
C  -1.7644  0.4129  -2.7186
C  -2.7000  -0.5435  -2.2390
F  -2.4414  -1.1494  -1.0599
C  -3.8348  -0.9033  -2.9191
F  -4.6377  -1.8448  -2.3819
C  -4.1719  -0.3510  -4.1444
C  -3.2996  0.6014  -4.6268
F  -3.5803  1.2179  -5.7963
C  -2.1574  0.9843  -3.9556
F  -1.4454  2.0060  -4.4987
H  3.5747  1.7818  -0.4117
H  2.3765  1.6712  0.9400
H  1.9949  2.5987  -0.5011
H  3.6050  -0.7457  -0.5763
H  2.0215  -1.5644  -0.5987
H  2.5261  -0.6843  0.8492
H  1.6763  -0.4434  -2.5429
H  2.6455  1.0385  -2.6337
H  0.4570  1.3572  -3.6649
H  0.5757  2.3754  -2.2425
H  -5.0627  -0.6392  -4.6794
C  0.1839  1.0328  4.4311
C  -0.7217  1.0275  3.1813
C  -1.4768  2.3750  3.1524
C  -1.7714  -0.0873  3.3766
N  0.1354  0.8286  2.0520
H  -0.3850  1.1961  5.3538
H  0.9322  1.8218  4.3306
H  0.7086  0.0779  4.5003
H  -2.0721  2.5480  4.0592
H  -2.1440  2.3914  2.2857
H  -0.7569  3.1881  3.0380
H  -2.3349  0.0178  4.3132
H  -1.2685  -1.0562  3.3680
H  -2.4774  -0.0677  2.5406

---

Results for Kohn-Sham gap: 8.82, 9.88, 9.51, 9.26, 5.85 (in eV, following the order of the records).
Results for highest occupied orbital energy: -8.2, -10.3, -8.7, -8.5, -2.7 (in eV, following the order of the records).
Results for E_LUMO: 0.63, -0.38, 0.79, 0.76, 3.12 (in eV, following the order of the records).